# C26H69N3O12

A 7-piece molecular cluster, C26H69N3O12 overall (the ωB97M-V functional and the def2-TZVPD basis, the Open Molecules 2025 dataset).

Multiplicity   1
Calculated total energy   -2098.6650 Ha
HOMO energy   -0.2971 Eh
SMILES   COCCNCCOC.COCCNCCOC.COCCNCCOC.OCCO.OCCO.CCO.CCO

Each line ends with the Mulliken charge.
Atoms and positions in Å:
C (2.3665, -1.2002, 5.7460)  -0.810
O (1.6645, 0.0198, 5.5730)  -0.456
C (0.4205, -0.1092, 4.9330)  -0.158
C (-0.2365, 1.3598, 4.9460)  -0.379
N (-1.6155, 1.1628, 4.5270)  -0.113
C (-2.3715, 2.3938, 4.4650)  -0.364
C (-3.8255, 2.1028, 4.2350)  -0.346
O (-4.6345, 3.0488, 4.1760)  -0.394
C (-4.6405, 3.5928, 2.8310)  -0.870
H (2.6275, -1.6682, 4.8150)  0.045
H (1.8175, -1.9422, 6.1620)  0.547
H (3.2705, -1.0662, 6.3330)  0.273
H (-0.1475, -0.8882, 5.4540)  0.744
H (0.5535, -0.3592, 3.8650)  -0.110
H (0.2435, 2.0378, 4.1450)  -0.026
H (-0.0495, 1.8338, 5.9280)  0.465
H (-1.8325, 0.7248, 3.6290)  -0.122
H (-2.0235, 2.9438, 3.5320)  0.042
H (-2.2375, 3.1118, 5.3370)  0.355
H (-4.1095, 1.4448, 5.1370)  0.377
H (-4.0955, 1.3368, 3.4880)  0.121
H (-5.3195, 4.4148, 3.0690)  0.385
H (-5.2315, 2.9638, 2.1550)  0.345
H (-3.8055, 3.6898, 2.1420)  0.297
C (2.4635, -1.3232, -2.0820)  -0.535
O (2.3925, -0.7762, -3.4100)  -0.414
C (1.5535, -1.4622, -4.3660)  0.037
C (1.6315, -0.7702, -5.7260)  -0.426
N (0.7635, -1.5462, -6.6470)  -0.344
C (0.7535, -0.7812, -7.9440)  -0.682
C (0.9655, -1.7352, -9.1350)  -0.697
O (1.4575, -1.2562, -10.1130)  -0.313
C (0.6425, -0.8602, -11.1180)  -0.637
H (2.4025, -2.3822, -1.9910)  0.329
H (1.7755, -0.8712, -1.3610)  -0.044
H (3.4075, -0.9372, -1.7900)  0.492
H (0.4945, -1.4982, -4.1130)  -0.321
H (1.8225, -2.5232, -4.3870)  0.364
H (2.6515, -0.8042, -6.0980)  0.321
H (1.1545, 0.2408, -5.6820)  0.310
H (-0.1895, -1.7152, -6.3810)  0.203
H (1.5665, 0.0518, -7.9760)  0.323
H (-0.0995, -0.1992, -7.9400)  0.506
H (0.1275, -2.3262, -9.3240)  0.400
H (1.6565, -2.3962, -8.6940)  0.385
H (0.1805, -1.7462, -11.6180)  0.264
H (1.0965, -0.2082, -11.9030)  0.231
H (-0.1585, -0.2542, -10.6230)  0.299
C (-3.8885, 3.7358, -1.6340)  -0.708
O (-3.3245, 3.3548, -0.3940)  -0.394
C (-3.1175, 1.9928, -0.0340)  -0.015
C (-2.2335, 1.3568, -1.0600)  -0.440
N (-2.0915, -0.0532, -0.6820)  -0.559
C (-1.1855, -0.7842, -1.6280)  -0.863
C (-0.9955, -2.1972, -1.0350)  0.088
O (-0.3175, -3.0572, -1.6210)  -0.215
C (-0.9735, -3.5922, -2.7990)  -0.871
H (-3.2995, 3.5368, -2.5950)  0.211
H (-4.0685, 4.7868, -1.7460)  0.290
H (-4.7695, 3.0348, -1.7250)  0.327
H (-4.0625, 1.4748, -0.0240)  0.483
H (-2.8505, 1.9628, 1.0170)  -0.675
H (-1.2285, 1.8268, -1.0780)  0.143
H (-2.7075, 1.4208, -2.0470)  0.762
H (-3.0125, -0.5322, -0.7500)  0.419
H (-0.3145, -0.1642, -1.7750)  0.552
H (-1.6825, -0.8982, -2.6510)  0.688
H (-1.9235, -2.6082, -0.6170)  0.508
H (-0.4985, -2.0132, -0.0760)  -0.862
H (-2.0015, -3.9472, -2.5660)  0.312
H (-0.4875, -4.3962, -3.3320)  0.359
H (-1.1605, -2.8412, -3.5320)  0.285
C (-2.3305, -2.7182, 2.6210)  -1.080
C (-2.5365, -1.3432, 2.9480)  -0.516
O (-1.7815, -0.4432, 2.1310)  0.932
H (-2.2925, -2.7262, 1.5330)  0.030
H (-3.0965, -3.3902, 2.9000)  0.484
H (-1.2935, -2.9132, 2.9790)  0.082
H (-2.4365, -1.2522, 4.0150)  0.581
H (-3.5575, -0.9102, 2.7450)  0.428
H (-2.1325, -0.4942, 1.2660)  -0.391
C (1.3115, -2.9262, 2.1990)  -0.142
C (2.6295, -2.3532, 1.8110)  -0.879
O (2.6775, -0.9242, 1.8610)  -0.247
H (0.4455, -2.4192, 1.7780)  -0.560
H (1.2395, -2.9332, 3.3120)  0.280
H (1.1535, -3.9382, 1.7910)  0.432
H (2.9805, -2.5762, 0.8030)  0.267
H (3.4065, -2.6962, 2.3850)  0.606
H (1.9095, -0.5982, 1.5920)  -0.084
C (0.4735, 1.7818, 0.9870)  0.881
C (1.5665, 2.1148, 1.8440)  -0.630
O (1.5325, 3.3748, 2.3390)  -0.508
O (0.7215, 0.4908, 0.4790)  -0.169
H (0.3535, 2.5428, 0.2210)  0.583
H (-0.5355, 1.7988, 1.4900)  -0.361
H (2.4705, 2.0378, 1.1630)  0.318
H (1.6665, 1.2958, 2.5230)  -0.492
H (1.2735, 3.9668, 1.7140)  0.415
H (-0.0855, 0.2218, 0.1210)  -0.272
C (4.2365, 1.5448, 3.3340)  0.355
C (5.4845, 1.8828, 4.0160)  -0.839
O (5.8845, 0.6678, 4.5640)  -0.585
O (4.6515, 0.8118, 2.1540)  -0.634
H (3.8435, 2.4898, 2.9560)  0.090
H (3.4615, 1.1348, 3.9530)  0.027
H (5.4785, 2.8198, 4.5240)  0.468
H (6.2545, 2.1098, 3.2990)  0.353
H (5.9475, 0.0278, 3.8350)  0.348
H (3.9235, 0.1768, 1.9970)  0.706